[1]
# C46H40ClGeN3O6RuSTe

A structure of composition C46H40ClGeN3O6RuSTe (ωB97M-V/def2-TZVPD, the OMol25 dataset).

Computed properties:
HOMO level (alpha / beta) ... -9.30 / -9.29 eV
Charge ... +1
LUMO (alpha / beta) ... -3.5 / -5.4 eV
Multiplicity ... 6
⟨S²⟩ ... 8.758

```
100
Properties=species:S:1:pos:R:3:forces:R:3:lowdin_spin:R:1
Ru -0.786760 1.429158 -0.845164 0.295 -0.368 0.003 4.0643
C 2.002840 5.183258 -0.474864 -0.356 0.195 -0.098 0.0039
C 1.135540 6.250958 -0.646064 0.196 -0.236 0.027 0.0007
C -0.212760 5.995158 -0.812164 -0.317 -0.446 0.013 0.0033
C -0.658960 4.671658 -0.812664 0.436 0.583 -0.010 0.0077
N 0.195340 3.651558 -0.703164 -0.855 -0.470 -0.184 0.0956
C 1.479540 3.902058 -0.520764 0.837 -0.144 0.288 0.0102
C -2.079360 4.315858 -0.901664 -0.601 0.224 0.047 0.0129
C -3.067960 5.193058 -0.463764 0.235 -0.143 -0.187 0.0016
C -4.395860 4.824458 -0.562564 0.059 -0.272 -0.110 0.0056
C -4.699160 3.581858 -1.101364 0.079 0.157 -0.140 0.0015
C -3.660160 2.759958 -1.506764 -0.513 -0.123 -0.116 0.0114
N -2.379560 3.101758 -1.393664 0.378 -0.126 0.496 0.0848
H 3.057440 5.334758 -0.310964 0.097 -0.063 -0.002 0.0004
H 1.500940 7.265058 -0.643564 0.032 0.134 0.008 0.0000
H -0.908660 6.807658 -0.944664 -0.081 0.034 -0.020 0.0007
H 2.124940 3.037558 -0.379864 -0.017 0.048 -0.008 0.0010
H -2.787360 6.139258 -0.032364 0.005 0.101 0.027 0.0004
H -5.174260 5.495358 -0.232464 -0.072 0.004 0.057 0.0003
H -5.722860 3.262958 -1.218264 -0.037 -0.083 -0.019 0.0003
H -3.857060 1.793858 -1.957764 0.024 -0.018 0.155 0.0004
O -0.494460 -1.941342 1.552236 0.621 0.208 -1.105 0.0001
Cl 0.929440 0.123358 1.028536 2.246 -1.399 2.559 -0.0037
O 2.336240 -0.112442 1.401836 -1.174 -0.328 0.345 0.0242
O 0.765640 1.594958 1.030136 -1.494 1.548 -0.969 0.1305
O 0.844440 -0.270842 -0.400764 -1.957 0.340 -1.614 0.1229
C 5.058240 0.330558 0.637136 -0.588 -0.154 0.508 0.0004
Te 3.471540 0.764458 -0.745964 2.334 0.588 -1.237 0.0041
C 5.087640 1.734958 -1.861364 -0.455 0.003 -0.431 0.0009
C 6.374540 1.471858 -1.149664 0.030 -0.142 0.243 0.0001
C 7.589240 1.889158 -1.679264 0.080 -0.085 0.076 0.0000
C 8.773140 1.596458 -1.029864 0.052 0.066 -0.033 0.0000
C 8.752540 0.907758 0.173436 0.017 -0.029 0.069 0.0000
C 7.548240 0.508658 0.719336 0.034 0.031 -0.089 0.0000
C 6.356840 0.780058 0.057536 -0.028 0.088 -0.165 0.0000
H 5.046440 -0.741242 0.842436 0.003 0.056 -0.116 0.0001
H 4.829440 0.826458 1.583436 0.060 0.033 -0.111 0.0001
H 4.927640 2.811658 -1.971664 -0.126 -0.017 0.114 0.0001
H 5.122740 1.325258 -2.871964 -0.005 -0.040 -0.002 0.0000
H 7.604140 2.432458 -2.611164 0.012 0.070 -0.175 0.0000
H 9.713940 1.900558 -1.461464 0.110 0.058 -0.037 0.0000
H 9.673840 0.679758 0.684236 0.147 -0.021 0.061 0.0000
H 7.522340 -0.024942 1.657936 0.033 -0.073 0.106 0.0000
O -2.438260 0.366758 0.633636 0.943 0.840 -0.097 0.1330
C -2.899960 -0.306342 -0.313064 -1.091 -0.697 0.127 0.0172
O -2.443060 -0.171442 -1.478364 1.131 0.870 -0.701 0.1261
C -4.085960 -1.250442 -0.157064 0.299 0.093 0.129 0.0069
C -4.352260 -1.761142 1.248936 0.323 -0.424 0.135 0.0024
Ge -2.988160 -3.073842 1.926036 0.026 -0.015 0.565 0.0000
C -3.708860 -4.080442 3.478136 0.219 0.388 -0.840 0.0000
C -4.780260 -4.946742 3.302736 -0.019 0.035 -0.064 0.0000
C -5.288060 -5.665342 4.370036 -0.126 -0.103 -0.026 0.0000
C -4.728460 -5.522542 5.628536 -0.004 -0.015 0.047 0.0000
C -3.664360 -4.656242 5.815636 0.015 -0.019 0.129 0.0000
C -3.157360 -3.940142 4.744736 0.191 0.166 -0.061 0.0000
C -1.466460 -1.957142 2.568036 -1.569 -0.726 0.132 0.0000
C -0.106260 -2.568742 2.742436 0.235 -0.895 0.531 0.0000
C 0.844440 -1.859242 3.585336 0.013 0.424 0.226 0.0009
C 0.576440 -0.611242 4.023736 0.504 -0.648 0.058 0.0002
C -0.726060 -0.042142 3.886936 -0.813 0.077 -0.196 0.0002
C -1.723360 -0.720642 3.286036 0.266 0.409 0.244 -0.0001
C -2.224760 -4.252542 0.522636 -0.408 0.416 0.564 0.0000
C -1.609560 -3.703742 -0.598564 -0.019 0.058 0.020 0.0000
C -1.027560 -4.521742 -1.550964 0.031 0.076 -0.122 0.0000
C -1.044760 -5.897742 -1.394364 -0.020 -0.020 0.010 0.0000
C -1.647060 -6.453342 -0.278264 0.036 -0.131 -0.045 0.0000
C -2.233860 -5.636042 0.672436 -0.135 0.118 0.190 0.0000
H -3.930160 -2.085242 -0.844364 -0.038 0.171 -0.115 0.0013
H -4.954360 -0.684342 -0.517264 0.085 -0.007 -0.111 0.0004
H -5.326260 -2.252642 1.266136 0.017 -0.039 0.021 0.0002
H -4.409460 -0.924042 1.943736 0.025 -0.038 0.125 0.0002
H -5.216660 -5.056342 2.319536 -0.128 -0.100 -0.092 0.0000
H -6.119760 -6.337042 4.219236 -0.078 -0.073 0.000 0.0000
H -5.121660 -6.086542 6.461436 -0.027 -0.032 0.065 0.0000
H -3.228860 -4.540942 6.797536 0.038 0.014 0.068 0.0000
H -2.323860 -3.263442 4.893436 0.042 -0.003 0.069 0.0000
H -0.003560 -3.647942 2.654536 0.022 0.032 -0.048 0.0000
H 1.755640 -2.369142 3.854336 0.150 0.014 0.049 0.0000
H 1.309940 -0.067742 4.596736 0.164 0.019 0.100 0.0000
H -0.936960 0.895158 4.380336 -0.013 0.094 0.074 0.0000
H -2.747660 -0.386942 3.346536 -0.060 0.166 0.080 0.0001
H -1.552360 -2.630742 -0.719064 0.037 0.040 -0.071 -0.0001
H -0.554160 -4.079542 -2.414964 0.074 0.026 -0.086 0.0000
H -0.585860 -6.534142 -2.136264 0.038 -0.051 -0.058 0.0000
H -1.655560 -7.525042 -0.146164 -0.008 -0.093 0.015 0.0000
H -2.699160 -6.072142 1.547336 -0.009 -0.082 0.029 0.0000
S -0.914260 0.454458 -5.605164 0.132 0.194 0.501 0.0081
C -1.211360 0.661758 -3.923064 -0.341 -0.309 -0.790 0.0072
N -0.301660 1.281158 -3.245664 -0.588 -0.164 1.370 0.0941
C 0.745440 1.660858 -4.046064 0.782 0.192 -0.965 0.0079
C 1.887940 2.356958 -3.658664 -0.120 0.074 0.087 0.0011
C 2.831740 2.672058 -4.613564 -0.022 0.030 0.161 -0.0002
C 2.668140 2.296958 -5.947764 -0.099 -0.066 -0.070 0.0006
C 1.548040 1.603358 -6.354564 0.096 0.021 -0.018 0.0009
C 0.592140 1.292158 -5.399964 -0.184 0.013 0.494 0.0039
H -2.114260 0.277358 -3.486564 -0.105 -0.115 0.131 0.0000
H 1.999040 2.653758 -2.624064 0.139 -0.022 -0.068 0.0002
H 3.715040 3.222158 -4.329164 0.092 0.025 0.076 0.0000
H 3.425240 2.553858 -6.671964 0.071 0.025 -0.054 0.0000
H 1.413740 1.309358 -7.382464 0.012 -0.022 -0.145 0.0003
```
Forces are in eV/Å.


[2]
# C23H38GeI2IrNOP

A structure of composition C23H38GeI2IrNOP (ωB97M-V/def2-TZVPD, the OMol25 dataset).

Computed properties:
HOMO level (alpha / beta) ... -19.70 / -19.72 eV
Charge ... +4
LUMO (alpha / beta) ... -12.5 / -15.6 eV
Multiplicity ... 6
⟨S²⟩ ... 8.789

```
68
Properties=species:S:1:pos:R:3:forces:R:3:lowdin_spin:R:1
Ir 0.599338 0.659067 0.551216 0.153 0.345 -0.171 1.5757
I 1.140861 -0.279781 5.791259 0.067 -0.016 -0.033 0.6303
C 2.452745 -0.522472 4.271846 -0.154 0.065 0.004 0.1774
C 3.762775 -0.954277 4.563232 0.045 -0.023 0.023 0.1775
C 4.702151 -1.149645 3.550121 0.105 -0.033 -0.004 0.1585
I 6.531533 -1.789921 4.139039 -0.030 0.012 0.001 0.5394
C 4.346659 -0.903898 2.167797 -0.057 0.018 -0.016 0.0188
C 5.206699 -1.125861 1.070936 0.029 -0.022 0.038 0.0012
C 4.755924 -0.900770 -0.202888 -0.009 0.010 -0.030 0.0179
C 3.455784 -0.419570 -0.392895 -0.005 0.035 0.008 0.0048
N 2.637393 -0.172382 0.619673 -0.091 -0.124 0.032 0.0993
C 3.057933 -0.435226 1.886697 0.120 -0.046 -0.028 0.0339
C 2.056367 -0.244791 2.925924 -0.062 -0.020 0.065 0.1129
O 0.888748 0.133431 2.621227 -0.036 0.029 0.074 0.2170
H 4.039259 -1.143295 5.593737 -0.002 0.003 0.000 0.0001
H 6.214728 -1.489027 1.226514 0.003 0.002 -0.005 0.0008
H 5.387075 -1.085765 -1.061742 0.002 0.003 0.003 0.0009
H 3.076612 -0.233269 -1.388793 -0.001 0.012 -0.007 0.0029
C -1.570726 4.605739 -1.366613 -0.019 0.002 0.008 0.0064
C -1.401777 3.195740 -0.783441 0.014 0.068 0.038 0.0228
P 0.334425 2.710322 -0.538882 -0.101 -0.052 0.097 0.0722
C 1.161489 2.808804 -2.153543 -0.026 -0.011 0.016 0.0281
C 2.687181 2.860817 -2.136937 -0.011 0.038 -0.055 0.0008
C 1.036525 3.932973 0.613401 0.086 -0.019 -0.046 -0.0024
C 2.356038 3.565217 1.295749 -0.059 -0.022 0.027 0.0019
H -2.632182 4.849116 -1.375568 0.000 0.002 -0.003 0.0014
H -1.214608 4.676907 -2.392602 0.011 -0.006 0.004 0.0002
H -1.072845 5.364873 -0.764946 -0.003 -0.002 0.004 0.0002
H -1.878345 2.451143 -1.425116 0.004 0.016 -0.025 0.0001
H -1.880161 3.130081 0.197551 -0.005 -0.005 -0.020 0.0016
H 0.775011 3.735314 -2.589006 -0.027 0.004 -0.010 0.0039
H 0.773957 1.999186 -2.777789 0.038 -0.029 0.014 0.0020
H 3.043136 3.761054 -1.640568 0.024 0.018 0.007 0.0000
H 3.053796 2.897210 -3.161590 0.005 -0.023 0.002 0.0003
H 3.141018 1.998499 -1.649104 -0.014 -0.008 0.024 0.0004
H 0.259818 4.114983 1.360669 -0.031 0.004 -0.018 0.0006
H 1.139597 4.859354 0.039408 0.022 -0.004 0.007 -0.0011
H 2.256024 2.654517 1.894696 -0.019 -0.008 0.015 0.0008
H 2.638874 4.364273 1.979499 0.012 0.007 -0.018 0.0003
H 3.171883 3.429691 0.590243 0.018 -0.009 -0.033 0.0000
C -4.023669 -2.507634 -3.684645 -0.042 0.018 -0.002 0.0359
C -2.576292 -2.174437 -3.812522 0.030 -0.030 0.001 0.2224
C -1.812953 -1.874678 -2.278720 -0.047 -0.030 -0.057 0.1819
C -2.293843 -0.565133 -1.904286 0.097 0.062 0.090 0.2369
Ge -1.690311 -0.176761 0.134932 -0.122 -0.207 -0.073 0.2181
C -1.911100 -1.836317 1.122544 -0.030 0.034 -0.103 0.0234
C -3.403405 -2.210460 1.109654 0.133 0.053 -0.002 0.0030
C -3.674730 -3.487514 1.900193 -0.134 -0.083 -0.004 0.0016
C -3.112315 -4.738352 1.241716 0.060 -0.099 0.067 0.0004
H -4.328698 -2.925193 -4.654334 0.008 -0.003 0.001 0.0220
H -4.664059 -1.644967 -3.510669 0.021 0.008 0.031 0.0029
H -4.217823 -3.282009 -2.942642 -0.001 -0.013 -0.008 0.0032
H -2.356448 -1.312129 -4.435561 0.011 0.003 -0.001 0.0017
H -1.945638 -3.023902 -4.085774 0.008 0.002 0.010 0.0251
H -0.750736 -1.944882 -2.498902 -0.004 -0.003 -0.018 0.0054
H -2.177156 -2.715406 -1.692148 0.011 0.008 0.017 0.0077
H -3.364192 -0.469794 -1.718710 -0.010 0.001 -0.001 0.0166
H -1.886131 0.280470 -2.456590 -0.014 0.001 -0.017 0.0176
H -2.750694 0.889624 0.448738 0.092 0.096 0.037 0.0571
H -1.568930 -1.645387 2.143818 0.015 -0.030 0.001 0.0061
H -1.278086 -2.606979 0.681121 -0.014 -0.061 0.068 -0.0001
H -3.746161 -2.364099 0.079680 -0.029 0.058 0.005 0.0002
H -3.990061 -1.390407 1.531835 -0.001 0.017 -0.040 0.0009
H -4.758201 -3.578960 1.993583 0.013 -0.039 0.037 0.0002
H -3.284714 -3.371641 2.914789 -0.029 -0.033 0.017 0.0000
H -3.427105 -4.811556 0.197616 0.003 0.006 -0.002 0.0001
H -3.475951 -5.633159 1.743761 -0.012 0.000 0.009 0.0002
H -2.021314 -4.786703 1.283116 0.000 0.054 -0.053 0.0000
```
Forces are in eV/Å.


[3]
# H8O4

A cluster of 4 separate species, H8O4 in total (ωB97M-V/def2-TZVPD, the OMol25 dataset).

Computed properties:
HOMO level ... -11.07 eV
LUMO ... 0.6 eV

```
12
Properties=species:S:1:pos:R:3:forces:R:3:nbo_charge:R:1
O -1.088933 1.113941 -3.417417 -0.002 -0.094 -0.270 -0.9414
H -0.734203 0.906907 -2.552832 0.116 -0.102 0.330 0.4767
H -1.488810 1.977240 -3.312331 -0.101 0.192 0.013 0.4643
O -0.181870 0.716049 0.411270 -0.070 0.039 -0.282 -0.9446
H 0.008078 1.314600 1.133686 0.090 0.240 0.189 0.4753
H -0.145050 -0.155367 0.805605 -0.003 -0.245 0.035 0.4695
O 2.340474 2.846900 3.390570 -0.265 0.023 -0.035 -0.9383
H 2.728179 2.178363 3.955350 0.070 -0.171 0.176 0.4683
H 3.073783 3.177446 2.871716 0.166 0.124 -0.166 0.4701
O -1.405448 -4.370913 -1.294599 0.073 0.190 -0.083 -0.9324
H -1.506474 -5.261392 -1.630863 -0.016 -0.211 -0.140 0.4675
H -1.599723 -4.443775 -0.360155 -0.057 0.015 0.234 0.4650
```
Forces are in eV/Å.


[4]
# C23H32N4O6S

An isolated molecule of C23H32N4O6S (ωB97M-V/def2-TZVPD, the OMol25 dataset).

Computed properties:
HOMO level ... -7.24 eV
LUMO ... 0.6 eV

```
66
Properties=species:S:1:pos:R:3:forces:R:3:nbo_charge:R:1
C 4.727724 1.508661 6.958946 -0.236 -0.090 -0.401 -0.6223
C 4.593301 1.426517 5.450072 0.555 0.147 0.024 -0.0717
O 3.261847 1.011389 5.140677 -0.206 0.010 0.156 -0.5098
C 2.938674 0.985839 3.841389 0.194 -0.158 0.051 0.8198
O 3.746675 1.263293 2.978372 -0.003 0.092 0.105 -0.6365
C 1.556406 0.580529 3.618481 -0.335 -0.197 0.226 -0.2402
C 0.712681 0.986484 2.543742 -0.034 0.312 -0.210 -0.3346
S 1.084105 2.239106 1.334021 -0.057 0.689 0.503 2.3285
O 0.085871 2.225936 0.288422 0.212 -0.260 -0.106 -0.9861
O 1.223495 3.454640 2.082515 0.265 -0.199 0.156 -0.9295
N 2.538154 1.938887 0.598169 -0.634 -0.010 0.421 -0.8517
C 2.456914 1.276172 -0.678267 -0.397 0.111 -0.180 -0.3229
C 1.524232 0.068775 -0.599329 0.292 -0.430 -0.236 0.6894
O 1.372926 -0.519473 0.459343 0.174 -0.070 -0.073 -0.6522
N 0.900983 -0.327382 -1.730187 -0.075 -0.222 -0.179 -0.4415
C 0.909169 0.364140 -3.001173 -0.134 0.409 -0.188 -0.2326
C -0.388065 1.186472 -3.111395 0.295 -0.032 -0.205 -0.2366
N -1.545927 0.325259 -3.024915 -0.067 0.424 0.250 -0.4592
C -2.051353 -0.295803 -4.164803 -0.250 -0.130 -0.257 0.2254
C -3.264384 -0.985359 -4.101116 0.193 0.047 0.086 -0.2489
C -3.836306 -1.567747 -5.216528 -0.092 -0.168 -0.283 -0.2870
C -3.216152 -1.469222 -6.455253 0.149 0.091 -0.030 0.2705
O -3.688025 -2.005046 -7.623581 0.279 0.179 0.065 -0.4972
C -4.912379 -2.692122 -7.590755 -0.169 -0.097 0.010 -0.2499
C -2.015927 -0.769191 -6.538971 -0.305 -0.197 -0.134 -0.2358
C -1.443716 -0.199018 -5.421857 0.026 0.013 0.147 -0.2717
C -1.531571 -0.386638 -1.764045 0.197 -0.369 0.133 -0.2155
C -0.242256 -1.214206 -1.616346 -0.317 -0.174 0.297 -0.2460
C -0.507743 0.393051 2.730611 0.019 0.364 -0.521 0.1963
C -1.756996 0.529503 1.940649 0.016 -0.003 0.036 -0.6687
N -0.428060 -0.388122 3.853507 0.296 0.293 -0.113 -0.3212
C -1.472230 -1.227115 4.372883 -0.205 -0.279 0.160 -0.4064
C 0.808401 -0.280267 4.406676 0.607 0.236 -0.058 0.2318
C 1.178766 -1.055125 5.618682 -0.024 0.003 -0.018 -0.6551
H 5.727732 1.843672 7.218335 0.096 0.027 0.042 0.2178
H 4.001886 2.211561 7.358184 -0.034 0.083 0.095 0.2156
H 4.552000 0.534674 7.408205 0.017 -0.083 0.099 0.2081
H 4.776944 2.398187 4.978992 -0.010 -0.177 0.045 0.1961
H 5.299084 0.704047 5.023512 -0.093 0.146 0.027 0.1853
H 3.195396 1.559681 1.274207 0.119 0.001 0.147 0.4457
H 2.062321 2.015688 -1.376184 0.181 -0.218 -0.150 0.2182
H 3.457304 0.968057 -0.990868 -0.072 0.056 0.012 0.2337
H 1.792440 0.988898 -3.107710 0.013 -0.040 -0.025 0.2134
H 0.929892 -0.399480 -3.787430 0.076 0.122 0.025 0.2033
H -0.419050 1.767662 -4.032121 0.001 0.033 0.025 0.2107
H -0.428244 1.874535 -2.258925 0.053 0.019 -0.125 0.2262
H -3.795043 -1.055883 -3.164277 -0.041 0.027 0.081 0.2071
H -4.775220 -2.086896 -5.102692 -0.083 -0.046 -0.023 0.2173
H -5.096792 -3.017307 -8.613684 -0.039 -0.004 0.089 0.1987
H -4.866154 -3.569865 -6.936699 -0.013 0.040 -0.012 0.1720
H -5.731804 -2.041741 -7.266058 0.026 -0.032 0.002 0.1731
H -1.535778 -0.687276 -7.501456 0.064 0.014 -0.117 0.2221
H -0.509945 0.325300 -5.547415 0.095 0.045 0.026 0.2071
H -2.397633 -1.039525 -1.678502 0.001 0.059 0.056 0.2065
H -1.555506 0.356480 -0.962252 -0.073 -0.102 0.023 0.2129
H -0.199195 -1.693066 -0.638013 -0.016 -0.039 -0.139 0.2444
H -0.187120 -1.972639 -2.404561 -0.025 0.015 0.054 0.1967
H -1.570284 1.243271 1.144903 -0.174 -0.078 0.002 0.2731
H -2.052509 -0.425403 1.505696 -0.086 -0.061 -0.061 0.2144
H -2.572640 0.903126 2.560458 -0.100 -0.005 -0.006 0.2176
H -2.405508 -1.011167 3.860467 0.028 0.003 0.026 0.2244
H -1.604981 -1.046541 5.440663 -0.043 -0.011 -0.060 0.2113
H -1.226953 -2.281888 4.225699 -0.059 0.033 0.005 0.2074
H 2.231807 -0.917625 5.835415 -0.024 -0.057 0.044 0.2504
H 0.606335 -0.714720 6.482160 -0.011 -0.026 0.113 0.2215
H 0.977980 -2.116634 5.473319 -0.004 -0.081 0.047 0.2173
```
Forces are in eV/Å.


We obtain max |F| values of 3.68 0.41 0.36 0.86 eV/A for the records listed above, in that order.